1.
The following is a DFT calculation (ωB97M-V/def2-TZVPD) of C38H49ClF6N2O7PS2Se2Si2TeW as an isolated structure in a non-equilibrium geometry.

```
112
C38H49ClF6N2O7PS2Se2Si2TeW ωB97M-V/def2-TZVPD
W -0.20069 0.46554 -0.70368
Se -2.09658 -0.29562 0.56560
P 0.15715 -2.51451 -0.88996
Se 2.04268 -2.87244 -1.88219
C -0.00415 -3.84361 0.40976
C 0.69200 -5.04177 0.29946
C 0.52336 -6.04582 1.24069
C -0.35089 -5.86947 2.30535
C -1.06976 -4.68846 2.40610
C -0.90561 -3.68599 1.45988
C -1.14531 -3.29437 -1.97265
C -2.48758 -3.13493 -1.62626
C -3.48129 -3.78252 -2.34396
C -3.14681 -4.60664 -3.40871
C -1.81456 -4.77295 -3.75227
C -0.81644 -4.11844 -3.04070
H 1.38391 -5.17999 -0.52129
H 1.08687 -6.96603 1.14716
H -0.46742 -6.64738 3.04987
H -1.76349 -4.54167 3.22556
H -1.48990 -2.77755 1.55000
H -2.76061 -2.49689 -0.79532
H -4.51910 -3.63826 -2.06859
H -3.92284 -5.11293 -3.96988
H -1.54155 -5.42077 -4.57663
H 0.22235 -4.24288 -3.31842
C -2.67874 2.69291 2.00726
N -1.42265 3.12719 1.41573
C -0.67744 3.94086 2.36854
C -1.68181 3.93110 0.23356
C -2.16976 3.20946 -1.00336
C -3.26083 3.80584 -1.63370
C -3.61902 3.49727 -2.93354
C -2.78899 2.64589 -3.63588
C -1.74953 2.00901 -2.97573
C -1.43836 2.16326 -1.60993
H -3.25807 3.55165 2.38474
H -2.47868 2.00017 2.82739
H -3.27281 2.16518 1.26076
H -1.24662 4.83727 2.66652
H 0.25774 4.26866 1.91162
H -0.45808 3.35293 3.25793
H -0.75053 4.42415 -0.04540
H -2.40459 4.73057 0.47688
H -3.82771 4.55005 -1.08661
H -4.48527 3.95113 -3.39870
H -2.94562 2.45403 -4.69076
H -1.12243 1.41175 -3.61445
F 3.98314 4.32269 -0.94238
C 3.40621 3.13324 -0.91041
F 3.44206 2.71763 0.35864
F 4.06770 2.27688 -1.66954
S 1.58793 3.23585 -1.40993
O 0.95588 2.27397 -0.46498
O 1.22800 4.59319 -1.16056
N 1.35280 2.65376 -2.84436
S 2.05889 3.34490 -4.10209
O 2.98796 4.36532 -3.69853
O 2.43806 2.40135 -5.10001
C 0.64268 4.26455 -4.86710
F 1.10794 5.10006 -5.79860
F -0.01261 4.96932 -3.95151
F -0.21071 3.41752 -5.44721
O -2.35740 -1.35527 -4.45506
C -1.13243 -1.25299 -4.98877
C -0.98922 -1.56846 -6.33334
C 0.24105 -1.45259 -6.95228
C 1.35672 -1.00146 -6.24493
C 1.23336 -0.68011 -4.91729
C -0.00414 -0.81099 -4.26286
C -0.09670 -0.44078 -2.89475
O 0.85370 0.13091 -2.21870
O -1.18086 -0.47656 -2.17382
H -2.33530 -1.11678 -3.51238
H -1.86926 -1.88769 -6.87587
H 0.32777 -1.70707 -8.00075
H 2.31202 -0.89183 -6.73894
H 2.07566 -0.31035 -4.34889
C 1.63529 1.20982 6.44235
Si 0.42743 1.48318 4.99425
C -0.89237 0.14073 5.26174
C -0.48025 3.06693 5.53408
C 1.50793 1.78531 3.46232
Te 0.09320 0.94546 1.99423
C 0.63823 -1.06578 2.60624
Si 2.34714 -1.73688 3.16284
C 2.00454 -2.50114 4.86484
C 2.81602 -3.18088 2.05946
C 3.86714 -0.62406 3.30074
H 1.07838 1.20427 7.38367
H 2.36606 2.02116 6.49625
H 2.18881 0.27268 6.37981
H -1.55448 0.49118 6.05655
H -0.45866 -0.80739 5.58297
H -1.49950 -0.03224 4.37318
H -0.65550 2.98605 6.61003
H -1.45534 3.19341 5.05927
H 0.10851 3.97074 5.36278
H 2.48473 1.32786 3.49577
H 1.60802 2.84619 3.22957
H 0.43592 -1.61386 1.69047
H -0.10968 -1.40037 3.32389
H 1.23589 -3.27398 4.78212
H 1.66574 -1.76773 5.59667
H 2.90980 -2.97526 5.25460
H 2.12139 -4.01294 2.19040
H 3.82098 -3.54084 2.29809
H 2.80986 -2.89988 1.00353
H 3.89337 -0.05831 4.23388
H 3.93567 0.06568 2.45879
H 4.75433 -1.26166 3.27596
Cl 2.23649 -0.09965 0.13410
```

* highest occupied orbital energy (alpha / beta): -4.99 / -4.80 eV
* orbital gap (alpha / beta): 6.1 / 5.1 eV
* spin multiplicity: 1
* calculated total energy: -10027.77359 a.u.
* charge: -1

2.
The following is a DFT calculation (ωB97M-V/def2-TZVPD) of C48H72Cl2K2O44 as an isolated structure in a non-equilibrium geometry.

```
168
C48H72Cl2K2O44 ωB97M-V/def2-TZVPD
K -0.54831 -0.92332 -3.01933
K -3.41755 -0.98716 1.39875
Cl -5.34652 -3.81737 0.01065
O -5.63954 -4.84141 -0.94219
O -4.28230 -4.20431 0.82386
O -4.87407 -2.71342 -0.84008
O -6.54238 -3.53764 0.78347
Cl 0.37629 -1.15082 0.50196
O -0.57658 -0.15361 0.18476
O 0.77673 -1.12448 1.93815
O -0.32316 -2.40638 0.31678
O 1.50456 -1.09686 -0.41479
C 3.92662 3.16731 5.86276
C 2.89142 2.14748 6.48118
C 2.97404 0.71627 5.97847
O 3.64758 0.02318 7.03663
C 3.83210 0.78287 8.09021
O 4.24309 0.46573 9.19896
O 3.35569 2.02726 7.80957
H 4.93070 2.74319 5.86947
H 3.82705 4.07616 6.45620
H 3.59291 3.44529 4.86303
H 1.87718 2.54605 6.45777
H 3.49618 0.74213 5.02202
H 1.92341 0.42714 6.00442
C -2.43870 6.30699 4.27679
C -2.61570 4.88424 3.85728
C -2.06264 4.49289 2.44129
O -1.03873 3.63916 2.66049
C -0.94751 3.31124 3.96126
O -0.20916 2.56560 4.57496
O -1.84231 4.02126 4.65152
H -3.08437 7.00882 3.74892
H -1.52234 6.87666 4.12233
H -2.69510 6.51039 5.31649
H -3.63531 4.51031 3.95039
H -1.71690 5.27717 1.76789
H -2.78428 4.00376 1.78700
C 2.21583 2.62483 2.30946
C 2.80034 2.03905 0.92185
C 2.46487 2.60867 -0.45404
O 3.69777 2.72394 -1.11275
C 4.68186 2.84831 -0.18793
O 5.83420 3.11561 -0.35886
O 4.21707 2.33628 1.02067
H 2.72811 2.17968 3.16240
H 1.17296 2.41028 2.54286
H 2.42954 3.69319 2.27725
H 2.83950 0.95173 0.85624
H 1.95606 3.55560 -0.27367
H 1.82725 1.86921 -0.93854
C -5.35865 5.87835 1.28778
C -5.96971 4.62188 0.79360
C -5.55822 4.19423 -0.70597
O -5.40496 2.84063 -0.58870
C -5.35699 2.38821 0.70388
O -4.93093 1.33097 1.03187
O -5.45850 3.50053 1.52425
H -5.49366 5.81324 2.36743
H -5.69756 6.78353 0.78391
H -4.28794 5.94361 1.09432
H -7.05388 4.71474 0.85725
H -4.56856 4.54496 -0.99863
H -6.22033 4.39085 -1.54921
C 3.54365 -1.55994 -8.52790
C 3.30421 -2.55423 -7.35986
C 4.47066 -2.72511 -6.34513
O 3.97078 -2.34685 -5.16688
C 2.60049 -2.11052 -5.26229
O 1.76918 -1.90182 -4.34181
O 2.25439 -2.10426 -6.49892
H 3.69901 -0.51373 -8.26444
H 2.83898 -1.56453 -9.35947
H 4.55134 -1.52626 -8.94206
H 3.08886 -3.51251 -7.83254
H 5.29081 -2.02355 -6.49766
H 4.83377 -3.73555 -6.53291
C 2.14039 3.63192 -7.42377
C 1.73102 2.95943 -6.00842
C 1.24548 1.47137 -6.20328
O 1.71910 0.89519 -5.04156
C 2.94542 1.46371 -4.70368
O 3.84242 0.99439 -4.05248
O 2.97456 2.72827 -5.28674
H 1.59392 3.10952 -8.20899
H 3.19510 3.44446 -7.62513
H 2.10987 4.72137 -7.43980
H 1.08930 3.56499 -5.36842
H 1.47065 0.95683 -7.13744
H 0.16718 1.33073 -6.27798
C -0.42359 -7.05066 1.27644
C -1.24539 -6.55775 0.12313
C -0.82197 -5.31679 -0.55899
O -0.79874 -5.56021 -1.92426
C -1.00613 -6.78583 -2.03375
O -1.17412 -7.34586 -3.10364
O -1.11610 -7.43327 -0.95459
H -0.32393 -6.35482 2.10950
H 0.59688 -7.34613 1.03263
H -0.95616 -7.93643 1.62267
H -2.31789 -6.55748 0.31766
H 0.15718 -4.94927 -0.25192
H -1.61654 -4.62793 -0.27222
C 3.99315 -2.40603 2.32729
C 4.01029 -3.77135 2.98876
C 4.05882 -3.68041 4.45921
O 2.98733 -4.54218 4.84224
C 2.21830 -4.95793 3.77923
O 1.25824 -5.64270 3.84220
O 2.72773 -4.42282 2.69082
H 3.60214 -2.41922 1.30992
H 4.94278 -1.87140 2.30574
H 3.21012 -1.91376 2.90404
H 4.88327 -4.35025 2.68731
H 3.81464 -2.69763 4.86246
H 4.98861 -4.04010 4.89992
C 4.73894 -4.84739 -2.00923
C 4.05939 -5.28093 -0.71175
C 2.91637 -6.26323 -0.88843
O 3.00038 -7.19452 0.08716
C 4.25544 -7.13640 0.65552
O 4.55857 -7.95680 1.48819
O 4.80484 -5.95536 0.27308
H 5.03769 -5.76957 -2.50765
H 5.69053 -4.46260 -1.64247
H 4.15533 -4.24874 -2.70861
H 3.53305 -4.39286 -0.36191
H 2.82350 -6.66191 -1.89865
H 1.97301 -5.74055 -0.73041
C -0.00840 6.42595 -1.73363
C -0.93996 5.14788 -2.11718
C -1.40286 5.23179 -3.62454
O -1.34254 3.87169 -3.84244
C -0.57178 3.11993 -2.95074
O -0.26807 1.95837 -3.02221
O -0.28384 3.91877 -1.93493
H 0.45417 6.92801 -2.58337
H 0.89567 6.05409 -1.25148
H -0.44532 7.12028 -1.01592
H -1.83792 5.13811 -1.49939
H -0.54525 5.68995 -4.11718
H -2.34138 5.76247 -3.78473
C -2.33363 -4.35819 5.86236
C -3.70104 -3.65123 5.83373
C -4.09395 -2.77800 6.98372
O -4.27041 -1.47046 6.41835
C -4.07611 -1.38968 5.15103
O -4.05689 -0.39559 4.41096
O -3.76070 -2.64686 4.77728
H -1.48621 -3.95807 5.30569
H -2.52213 -5.40409 5.62018
H -1.83953 -4.55291 6.81422
H -4.49243 -4.35220 5.56834
H -3.31527 -2.70577 7.74301
H -5.02995 -3.24659 7.28774
C -4.78491 3.83454 -4.21510
C -5.29948 2.43289 -3.70121
C -5.35814 1.24229 -4.64473
O -4.27469 0.46324 -4.31373
C -3.78389 0.79713 -3.13714
O -2.99269 0.10849 -2.53879
O -4.21566 2.05787 -2.91523
H -5.50302 4.29180 -4.89578
H -3.89907 3.76283 -4.84616
H -4.60856 4.64365 -3.50634
H -6.29309 2.47109 -3.25469
H -5.23875 1.41939 -5.71360
H -6.30705 0.70888 -4.58873
```

* highest occupied orbital energy: -8.37 eV
* orbital gap: 7.6 eV
* spin multiplicity: 1
* calculated total energy: -7302.54853 a.u.

Look up the calculated total energy of the second one.
-7302.54853 a.u.